[1]
# C22H23FeGe2NO4SbSe4

A molecular structure, C22H23FeGe2NO4SbSe4 (ωB97M-V/def2-TZVPD, OMol25).

XYZ file:
```
58
Properties=species:S:1:pos:R:3:forces:R:3:mulliken_charge:R:1
Fe 1.85612 -1.73549 -0.16208 0.2 0.3 -1.3 0.392
Se 3.22734 -4.85664 -0.99352 0.0 -0.2 -0.1 -0.652
Sb 2.80238 -3.92467 1.17695 0.4 0.2 0.0 0.466
Se 3.67704 -0.51407 0.72389 -0.4 -0.1 0.1 -0.643
Se -0.13121 -2.85361 0.59449 0.4 1.0 0.1 -0.701
Se 2.61664 -5.43084 3.01702 -0.1 -0.3 0.3 -0.694
C -0.74252 2.80955 2.29414 0.1 0.0 0.0 -1.263
Ge -0.15115 1.80445 0.69286 0.2 0.2 -0.3 0.644
C -1.53794 2.15510 -0.65277 0.0 -0.1 0.1 -1.138
C 1.56531 2.53240 0.07093 -0.1 0.0 0.0 -1.050
Ge -0.11494 -0.49571 1.45420 -0.7 -1.2 0.6 0.551
C -2.06362 -0.62215 1.82595 0.0 0.3 -0.1 0.004
C -2.93547 -0.87700 0.76372 -0.1 0.1 0.0 -0.128
C -4.30742 -0.88522 0.96071 0.0 0.0 0.0 -0.673
C -4.83714 -0.63712 2.22390 0.0 0.0 -0.1 -0.380
C -3.98319 -0.37455 3.28228 0.0 0.0 0.0 -0.637
C -2.60654 -0.35963 3.07755 0.0 0.0 0.1 -0.224
C 0.74728 -0.63874 3.22338 -0.1 -0.1 -0.1 0.529
C 0.57580 -1.80257 3.97461 0.0 0.1 0.0 -0.330
C 1.18920 -1.95186 5.21029 0.0 0.0 0.0 -0.748
C 1.97595 -0.92805 5.72076 0.0 -0.1 0.0 -0.368
C 2.15958 0.23127 4.98229 0.0 0.0 0.0 -0.667
C 1.55942 0.36446 3.73850 0.0 0.1 0.0 0.020
H -0.74114 3.87285 2.03893 0.0 0.0 0.0 0.477
H -0.10079 2.65183 3.16096 0.0 0.0 0.0 0.344
H -1.75866 2.51381 2.55822 0.0 0.0 0.0 0.341
H -1.32887 3.11591 -1.13058 0.0 0.0 0.0 0.421
H -2.51472 2.21109 -0.16878 0.0 0.0 0.0 0.352
H -1.55523 1.37076 -1.40752 0.0 0.1 0.0 0.260
H 1.40142 3.50982 -0.39053 0.0 0.0 0.0 0.430
H 2.01739 1.85659 -0.65515 0.0 0.0 0.0 0.164
H 2.27394 2.63926 0.89249 0.0 0.0 0.0 0.323
H -2.53118 -1.06964 -0.22546 0.0 0.0 0.0 0.299
H -4.96728 -1.08871 0.12456 0.0 0.0 0.0 0.388
H -5.91044 -0.65045 2.37800 0.0 0.0 0.0 0.338
H -4.38394 -0.17995 4.27123 0.0 0.0 0.0 0.372
H -1.94809 -0.15395 3.91528 0.0 0.0 0.0 0.324
H -0.01199 -2.61824 3.57079 0.0 0.0 0.0 0.432
H 1.08096 -2.88448 5.74905 0.0 0.0 0.0 0.367
H 2.47188 -1.04812 6.67734 0.0 0.0 0.0 0.334
H 2.80017 1.02024 5.36028 0.0 0.0 0.0 0.368
H 1.76705 1.25142 3.14860 0.0 0.0 0.0 0.202
O -0.57171 -0.38238 -2.16280 0.2 0.0 -0.1 -0.433
C 0.52537 -0.62008 -2.67933 -0.4 -0.3 0.2 0.361
O 1.52964 -1.18564 -2.16326 0.4 0.1 0.5 -0.872
C 0.70214 -0.22723 -4.13303 0.0 0.0 0.0 0.150
C -0.31470 -0.48562 -5.04906 -0.1 0.1 0.1 -0.357
C -0.18207 -0.11208 -6.37328 0.2 0.0 0.1 -0.488
C 0.97954 0.55041 -6.75011 0.0 0.0 0.1 0.156
C 2.00639 0.82834 -5.86001 -0.1 -0.1 0.0 -0.542
C 1.86123 0.41744 -4.54623 0.1 0.0 0.0 -0.314
N 1.12477 0.96997 -8.13952 0.0 0.2 -0.3 0.970
O 0.23585 0.68473 -8.92740 0.1 0.0 0.1 -0.634
O 2.12198 1.59907 -8.45546 -0.1 -0.1 0.0 -0.631
H -1.21470 -0.97198 -4.69750 0.0 0.0 0.0 0.416
H -0.94976 -0.31197 -7.10469 0.0 0.0 0.0 0.452
H 2.89195 1.34181 -6.20125 0.0 0.0 0.0 0.447
H 2.65268 0.57585 -3.82483 0.0 0.0 0.0 0.472
```
Forces are in eV/Å.

Output
HOMO energy (alpha / beta) ... -1.460 / -1.887 eV
Orbital gap (alpha / beta) ... 0.169 / 0.184 Ha
2S+1 ... 6
LUMO energy (alpha / beta) ... 3.13 / 3.13 eV
Calculated total energy ... -16471.4739 Eh
Expectation value of S² ... 8.800
Total charge ... -2



[2]
# C4H5N3O

C4H5N3O in the gas phase (ωB97M-V/def2-TZVPD, OMol25).

XYZ file:
```
13
Properties=species:S:1:pos:R:3:forces:R:3:mulliken_charge:R:1
C -1.06203 -0.31866 -0.66477 0.1 1.4 0.7 0.253
C 0.02771 0.40692 0.10954 -1.4 -1.4 -1.1 0.432
C 1.22704 0.04480 0.57220 1.2 1.9 1.1 -0.054
C 1.63913 1.23522 1.31742 -1.4 -1.5 -1.3 -0.577
H 0.28968 -1.86416 -0.85903 -0.7 0.3 0.1 0.186
H -1.18174 -2.17965 -1.54827 -1.1 -0.6 -1.0 0.229
H -2.82574 -0.37597 -1.22568 -0.2 0.4 -0.3 0.232
H 1.82166 -0.80592 0.42744 0.4 -1.0 -0.2 0.346
H 2.51408 1.42141 1.85604 1.2 0.2 0.6 0.461
N -0.70536 -1.62899 -0.89914 1.3 0.5 0.8 -0.401
N -2.16416 0.32860 -0.88184 1.2 -1.9 0.2 -0.605
N 0.71193 2.13648 1.26634 0.3 0.3 0.4 -0.402
O -0.29219 1.59992 0.52975 -1.0 1.5 0.0 -0.100
```
Forces are in eV/Å.

Output
HOMO energy ... -9.693 eV
SMILES ... [H]/N=C(\N)c1ccno1
Orbital gap ... 0.381 Ha
2S+1 ... 1
LUMO energy ... 0.67 eV
Calculated total energy ... -394.8697 Eh



[3]
# C5H14N2O2

C5H14N2O2 in the gas phase (ωB97M-V/def2-TZVPD, OMol25).

XYZ file:
```
23
Properties=species:S:1:pos:R:3:forces:R:3:mulliken_charge:R:1
C 0.89927 1.02066 -0.63149 0.0 -0.4 0.2 -0.779
C 2.61388 0.34433 0.87376 0.3 0.0 0.1 -0.603
C -0.57949 0.84676 1.37974 -0.1 0.1 0.4 -1.082
C -2.07282 -1.18256 0.08371 -0.1 0.3 0.1 -0.980
C -0.41290 -1.26874 -1.62354 0.1 0.3 -0.2 -0.942
N -0.48239 0.59064 -0.07847 0.8 0.0 -0.5 0.884
N -0.68187 -0.88199 -0.24627 0.3 -0.5 0.1 -0.188
O -1.31963 1.32765 -0.76204 -1.0 0.8 -0.3 -0.781
O 1.94339 0.17011 -0.35190 0.1 -0.1 -0.2 -0.314
H 1.04533 2.02885 -0.23068 -0.1 -0.1 0.0 0.509
H 0.77654 1.06829 -1.71445 -0.2 -0.1 0.3 0.422
H 2.04277 -0.05937 1.71412 0.1 0.0 0.0 0.233
H 2.83482 1.40561 1.05022 0.0 -0.1 0.0 0.296
H 3.55124 -0.21008 0.77968 -0.1 0.1 0.1 0.247
H -0.16231 0.01005 1.93450 0.1 0.0 0.0 0.380
H -1.63379 0.98012 1.61562 0.1 -0.1 -0.1 0.358
H -0.06085 1.77451 1.61240 0.0 0.0 -0.1 0.338
H -2.74075 -0.44418 -0.37526 0.0 -0.1 0.0 0.367
H -2.31634 -2.17141 -0.29400 0.1 0.0 0.0 0.383
H -2.21214 -1.18847 1.16260 -0.1 0.0 0.0 0.262
H 0.65688 -1.21130 -1.82112 -0.1 0.0 -0.1 0.291
H -0.97151 -0.64364 -2.33184 0.0 -0.1 0.0 0.325
H -0.71733 -2.30583 -1.74528 0.0 0.0 0.0 0.375
```
Forces are in eV/Å.

Output
HOMO energy ... -8.609 eV
SMILES ... COC[N@@+](C)([O-])N(C)C
Orbital gap ... 0.348 Ha
2S+1 ... 1
LUMO energy ... 0.86 eV
Calculated total energy ... -458.7510 Eh



[4]
# C9H17N3O3S

C9H17N3O3S in the gas phase (ωB97M-V/def2-TZVPD, OMol25).

XYZ file:
```
33
Properties=species:S:1:pos:R:3:forces:R:3:mulliken_charge:R:1
O -1.16427 -1.35529 2.22571 0.2 0.1 -0.1 -0.730
O -3.20458 1.55496 -1.79615 0.1 -0.5 0.0 -0.692
O 1.07529 0.79188 -0.96509 1.6 1.4 -0.8 -0.758
S 3.68492 -0.17466 2.60173 0.4 -0.4 0.1 -0.229
C -0.08267 -1.93086 2.34935 -2.0 0.3 0.4 0.740
C -2.00386 1.30118 -1.81849 -1.2 -0.6 0.5 0.278
C 0.50227 0.14684 -0.12382 0.1 -1.0 0.7 0.389
N -1.11213 2.26291 -1.97583 2.3 0.9 -0.6 -0.067
N -0.68510 -0.37205 -0.39780 -1.7 -0.5 -0.2 -0.079
N 1.04724 -1.43061 1.86299 0.9 -0.6 -0.6 -0.158
C -0.02517 -3.25830 3.04178 0.8 -0.2 0.8 -1.189
C -1.42836 3.69172 -2.08500 -0.5 -1.0 0.2 -0.966
C -0.76825 -0.69694 -2.91378 -0.9 -0.6 0.8 -1.439
C 2.71343 0.22207 1.12883 -0.7 1.1 0.6 -0.952
C -1.48751 -0.16980 -1.63646 0.9 0.4 -0.5 0.147
C 1.19717 -0.12174 1.27427 0.5 0.5 -0.7 0.403
H 3.24614 0.80589 3.39634 -0.2 0.1 0.0 0.134
H -0.12071 2.01173 -1.95814 -0.6 0.0 0.1 0.279
H -1.19518 -0.86291 0.30994 0.0 0.0 0.7 0.188
H 1.87890 -1.95407 2.09496 0.1 0.3 -0.1 0.289
H 0.19904 -4.00654 2.27986 0.1 -0.2 0.2 0.305
H 0.77502 -3.26340 3.83365 -0.7 -0.1 -0.8 0.329
H -0.99833 -3.47969 3.49428 0.3 0.2 -0.2 0.335
H -2.00858 3.92956 -2.97156 0.1 -0.1 -0.3 0.285
H -0.50325 4.26019 -2.06763 -0.1 0.0 0.1 0.357
H -2.08517 3.92375 -1.25873 0.0 0.4 0.4 0.324
H -0.55089 -1.76503 -2.78934 -0.1 0.2 0.1 0.391
H -1.46476 -0.61467 -3.74279 0.0 0.1 -0.2 0.446
H 0.15824 -0.21367 -3.14325 0.4 0.5 0.0 0.300
H 2.91059 1.31032 0.95661 -0.6 -1.1 -0.3 0.358
H 3.08948 -0.35538 0.31072 0.6 -0.2 -0.5 0.428
H -2.39148 -0.76981 -1.49253 0.2 0.3 0.0 0.362
H 0.80253 0.58242 1.97538 -0.6 0.7 0.4 0.194
```
Forces are in eV/Å.

Output
HOMO energy ... -9.196 eV
SMILES ... CNC(=O)[C@@H](C)NC(=O)[C@H](CS)NC(C)=O
Orbital gap ... 0.355 Ha
2S+1 ... 1
LUMO energy ... 0.47 eV
Calculated total energy ... -1141.3675 Eh



[5]
# C5H16N2O

2 unconnected molecules or ions with the total composition C5H16N2O (ωB97M-V/def2-TZVPD, OMol25).

XYZ file:
```
24
Properties=species:S:1:pos:R:3:forces:R:3:mulliken_charge:R:1
C -0.13410 -1.05022 0.81585 1.9 -1.1 -1.2 -1.171
N 1.22501 -0.55014 0.33651 -3.7 2.4 1.1 0.339
C 1.81809 0.19961 1.41564 1.8 1.1 -0.5 -0.837
C 1.08543 0.08245 -0.98257 2.6 -0.7 -0.5 -0.948
C 0.45141 1.48689 -1.03125 -2.4 1.0 0.4 -0.236
N -1.05809 1.40664 -1.01781 0.6 -0.9 -1.0 -0.234
C -1.82913 2.03020 -2.11510 1.4 3.3 1.5 -1.032
H -0.62130 -0.21947 1.33563 -0.1 -0.4 -0.2 0.411
H 0.08918 -1.91992 1.41472 -0.3 -0.2 0.8 0.515
H -0.61272 -1.42848 -0.07954 -0.6 0.1 0.2 0.433
H 2.47392 -0.41565 2.02315 0.5 -0.3 -0.2 0.339
H 2.34401 1.06941 0.97203 0.1 -0.7 0.5 0.364
H 1.14459 0.59141 2.17447 -0.7 -0.2 -0.4 0.353
H 2.09611 0.27749 -1.43956 -0.6 -0.6 0.7 0.352
H 0.59333 -0.68951 -1.58913 -0.1 0.7 -0.1 0.473
H 0.87797 2.00249 -1.90242 -0.4 -0.2 0.0 0.375
H 0.59251 2.16135 -0.16879 1.1 -0.7 -0.1 0.260
H -1.25334 0.41600 -0.95334 -0.6 0.1 -0.1 0.161
H -1.46527 3.10495 -2.14869 0.5 -1.1 -0.5 0.357
H -1.81754 1.65978 -3.12511 -0.1 -0.6 -0.2 0.333
H -2.76523 2.40311 -1.72570 -1.0 -1.2 -0.1 0.391
H -0.91336 -4.89926 2.24540 -0.1 -0.2 0.0 0.323
H -1.57901 -3.70056 2.96619 0.5 -0.4 -0.2 0.325
O -0.74246 -4.01860 2.57942 -0.3 0.8 0.2 -0.645
```
Forces are in eV/Å.

Output
HOMO energy (alpha / beta) ... -12.954 / -12.823 eV
Orbital gap (alpha / beta) ... 0.382 / 0.195 Ha
2S+1 ... 2
LUMO energy (alpha / beta) ... -2.55 / -7.51 eV
Calculated total energy ... -384.4794 Eh
Expectation value of S² ... 0.755
Total charge ... +1



[6]
# C3H9NO

2 unconnected molecules or ions with the total composition C3H9NO (ωB97M-V/def2-TZVPD, OMol25).

XYZ file:
```
14
Properties=species:S:1:pos:R:3:forces:R:3:mulliken_charge:R:1
C 1.58732 -0.16443 1.53047 -0.1 -0.5 0.6 -1.135
C 0.74711 -0.15963 0.29029 -0.5 0.8 0.7 0.772
C 0.62766 0.93363 -0.47691 0.5 -0.1 -0.3 -1.176
N 0.08464 -1.35269 0.07740 -0.1 -0.7 -0.7 -0.546
H 2.48997 -0.76390 1.36779 -0.1 0.0 -0.1 0.266
H 1.05038 -0.64002 2.36005 0.0 0.0 -0.1 0.302
H 1.90418 0.80629 1.88500 -0.1 0.4 -0.3 0.324
H 0.32292 0.88904 -1.50976 -0.6 -0.1 0.0 0.452
H 1.00726 1.88394 -0.14879 0.6 0.0 0.0 0.231
H -0.59419 -1.36875 -0.67039 0.1 0.2 -0.1 0.314
H -0.31193 -1.81035 0.88299 0.4 0.1 0.2 0.205
H -1.84616 0.69443 -0.56438 -0.2 -0.2 0.1 0.349
H -2.25661 1.35924 -1.82185 -0.3 -0.1 -0.2 0.326
O -2.53194 0.63330 -1.24831 0.5 0.3 0.1 -0.685
```
Forces are in eV/Å.

Output
HOMO energy ... -8.386 eV
SMILES ... C=C(C)N.O
Orbital gap ... 0.342 Ha
2S+1 ... 1
LUMO energy ... 0.93 eV
Calculated total energy ... -249.6744 Eh



> Which value of calculated total energy does entry 5 give?

-384.4794 Eh